The following is a DFT calculation (wB97M-V/def2-TZVPD) of C7H11NO3S in the gas phase.

XYZ file:
```
23
Properties=species:S:1:pos:R:3:lowdin_charge:R:1
C 2.208 -0.998 1.064 -0.011
C 1.228 -0.662 -0.055 -0.328
C 1.286 -1.491 -1.272 -0.022
C 1.166 0.787 -0.439 -0.486
O 1.859 1.493 -1.123 0.120
N 0.002 1.016 0.165 -0.055
C -1.121 1.981 -0.031 -0.146
C -2.389 1.255 0.090 -0.179
S -2.007 -0.561 0.021 0.680
O -1.969 -1.078 -1.314 -0.283
O -2.891 -1.170 0.938 -0.298
C -0.386 -0.297 0.691 -0.153
H 1.880 -1.810 1.613 0.066
H 2.316 -0.123 1.768 0.117
H 3.143 -0.981 0.642 0.058
H 0.928 -2.577 -1.038 0.139
H 2.383 -1.594 -1.500 0.122
H 0.667 -1.040 -1.916 0.038
H -0.853 2.446 -1.037 0.152
H -0.921 2.830 0.678 0.139
H -2.853 1.469 0.932 0.043
H -3.221 1.329 -0.682 0.143
H -0.455 -0.222 1.802 0.143
```

Summary:
- Orbital gap: 0.3826 Eh
- LUMO energy: 0.6 eV
- Net charge: 0
- Relative energy (zero: lowest compared OMol25 entry of this formula, charge and spin): 374.9 kJ/mol
- SMILES: CC1(C)C(=O)N2CCS(=O)(=O)[C@H]21
- Highest occupied orbital energy: -9.8 eV
- E: -25902.2574 eV

=====

The following is a DFT calculation (wB97M-V/def2-TZVPD) of C7H11NO3S in the gas phase.

XYZ file:
```
23
Properties=species:S:1:pos:R:3:lowdin_charge:R:1
C -2.740 -0.856 -0.445 -0.019
C -1.637 0.047 0.341 -0.601
C -1.938 1.448 -0.054 -0.063
O -1.825 0.009 1.766 0.007
C -0.275 -0.408 0.026 -0.222
C 0.175 -1.672 -0.209 0.037
O 1.597 -1.605 -0.104 -0.034
C 1.930 -0.253 0.173 -0.280
S 3.720 0.084 -0.002 0.749
N 3.841 1.287 -0.978 -0.280
O 4.528 -0.137 1.164 -0.369
C 0.784 0.461 0.158 -0.018
H -3.808 -0.620 -0.280 0.080
H -2.457 -0.785 -1.590 0.129
H -2.709 -1.811 0.005 0.045
H -3.106 1.603 0.100 0.127
H -1.710 1.459 -1.242 0.141
H -1.271 2.223 0.492 0.102
H -1.541 -0.815 2.118 0.081
H -0.268 -2.611 -0.463 0.130
H 4.173 -0.760 -1.020 0.097
H 3.806 2.176 -0.461 0.007
H 0.730 1.537 0.503 0.154
```

Summary:
- Orbital gap: 0.3471 Eh
- LUMO energy: 0.2 eV
- Net charge: 0
- Relative energy (zero: lowest compared OMol25 entry of this formula, charge and spin): 570.5 kJ/mol
- SMILES: CC(C)(O)c1coc([S@@H](=N)=O)c1
- Highest occupied orbital energy: -9.2 eV
- E: -25900.2296 eV

=====

The following is a DFT calculation (wB97M-V/def2-TZVPD) of a molecular structure, C7H11NPPd.

XYZ file:
```
21
Properties=species:S:1:pos:R:3:lowdin_charge:R:1
C 0.958 -1.710 -0.015 -0.349
C 1.223 -2.381 -1.179 -0.277
C 0.741 -2.032 -2.448 -0.178
C -0.129 -0.963 -2.729 -0.283
C -0.591 -0.077 -1.804 -0.266
Pd -0.028 -0.094 0.019 0.534
P 0.808 0.063 2.181 0.670
H 1.355 -2.135 0.928 -0.026
H 1.860 -3.268 -1.102 0.072
H 1.051 -2.662 -3.285 0.080
H -1.292 0.716 -2.126 0.017
H -0.443 -0.864 -3.778 0.074
H 1.539 1.259 2.440 -0.122
H 1.700 -0.917 2.684 -0.117
H -0.187 0.088 3.201 -0.125
C -2.082 3.682 1.784 -0.431
C -1.463 2.535 1.140 -0.321
N -0.963 1.603 0.653 -0.016
H -3.168 3.531 1.844 0.029
H -1.872 4.589 1.202 0.031
H -1.679 3.804 2.799 0.004
```

Summary:
- Orbital gap (alpha / beta): 0.1178 / 0.2813 Eh
- LUMO energy (alpha / beta): 3.6 / 2.5 eV
- Net charge: -1
- Highest occupied orbital energy (alpha / beta): 0.4 / -5.2 eV
- E: -21691.3377 eV
- Spin multiplicity: 3